Record 1
A molecular structure, C2H2Cl4, computed with ωB97M-V with the def2-TZVPD basis set.

Structure (XYZ):
```
8
Properties=species:S:1:pos:R:3:forces:R:3
C 0.476 -0.248 -0.592 1.8 5.1 -2.5
C -0.698 0.104 0.368 5.3 1.3 0.1
H 0.515 0.580 -1.488 -0.5 -2.6 1.8
H 0.664 -1.270 -0.873 -0.9 -0.2 -0.1
Cl 2.099 0.206 0.212 -0.7 -0.1 -0.6
Cl -0.736 1.813 0.882 0.4 0.3 -0.3
Cl -0.185 -0.859 1.633 -0.1 -2.2 4.3
Cl -2.135 -0.325 -0.141 -5.3 -1.6 -2.6
```
Forces are in eV/Å.

- Energy relative to the best compared isomer or geometry (same formula, charge and spin): 29.7 kcal/mol
- 2S+1: 1
- HOMO level: -10.6 eV
- E_LUMO: 0.6263 eV
- HOMO-LUMO gap: 11.23 eV



Record 2
3 unconnected molecules or ions with the total composition C18H18F16NO5P, computed with ωB97M-V with the def2-TZVPD basis set.

Structure (XYZ):
```
59
Properties=species:S:1:pos:R:3:forces:R:3
C -0.648 -3.495 1.864 0.0 0.1 0.1
C -0.930 -1.993 1.875 0.7 -0.3 0.1
C 0.203 -1.166 1.333 -0.2 0.2 0.3
C 1.170 -1.564 0.443 0.5 0.0 -0.4
C 2.142 -0.659 0.031 -0.3 0.1 0.1
C 2.168 0.651 0.528 0.5 -0.7 -0.5
C 3.258 1.640 0.077 0.0 -0.1 -0.4
O 3.482 2.535 0.906 0.1 0.0 0.0
O 3.710 1.395 -1.053 0.1 0.1 0.1
C 1.203 1.016 1.413 -0.4 0.1 0.2
P 1.084 2.662 2.207 0.6 0.3 0.3
O 1.565 2.687 3.601 -0.2 -0.1 0.1
N 0.264 0.106 1.768 -0.1 0.0 0.1
H 0.140 -3.722 2.584 0.0 0.0 -0.1
H -0.331 -3.864 0.889 -0.1 0.0 0.0
H -1.538 -4.046 2.162 0.0 0.0 0.0
H -1.047 -1.703 2.922 -0.3 0.1 -0.1
H -1.839 -1.748 1.330 0.0 0.0 0.0
H 1.174 -2.572 0.054 0.0 0.0 0.1
H 2.894 -0.934 -0.699 0.0 0.0 0.0
H 1.640 3.552 1.297 -0.3 0.1 -0.1
H -0.316 2.840 2.099 -0.1 0.0 -0.1
H -0.442 0.390 2.438 0.0 0.0 0.0
C 3.845 2.899 -5.425 -0.2 0.5 0.3
C 3.491 1.410 -5.317 0.1 0.0 -0.3
C 4.305 0.564 -4.338 -0.1 0.0 0.3
F 5.602 0.514 -4.707 0.0 0.0 -0.1
F 3.817 -0.704 -4.361 0.0 0.0 0.0
F 3.486 0.840 -6.542 0.0 0.0 0.0
F 2.210 1.368 -4.841 0.0 0.0 0.0
O 4.650 3.301 -6.518 0.0 -0.5 -0.2
C 6.013 3.331 -6.462 -0.1 0.2 0.1
C 6.645 2.415 -7.518 0.0 0.0 -0.1
F 6.263 1.138 -7.329 0.0 0.0 0.1
F 7.991 2.482 -7.400 0.0 0.0 0.0
F 6.488 3.070 -5.235 0.0 -0.1 0.0
F 6.402 4.590 -6.785 0.0 0.1 0.0
H 2.891 3.389 -5.610 0.0 0.0 0.0
H 4.222 3.282 -4.476 0.1 -0.2 0.0
H 4.220 0.961 -3.324 0.0 0.0 0.1
H 6.349 2.739 -8.517 0.0 0.0 0.0
C -5.291 -0.464 4.497 0.0 0.5 0.1
C -4.403 -1.411 3.675 -0.1 -0.2 0.3
C -4.864 -1.742 2.251 0.0 0.1 -0.2
F -6.041 -2.384 2.281 -0.1 0.0 0.0
F -3.963 -2.561 1.647 0.0 0.1 0.2
F -4.160 -2.545 4.356 0.0 0.0 -0.1
F -3.200 -0.755 3.543 -0.1 0.0 -0.2
O -6.168 -1.046 5.435 0.2 -0.6 -0.1
C -7.447 -1.421 5.121 0.0 0.3 0.1
C -7.672 -2.921 5.357 0.0 0.0 0.1
F -6.827 -3.645 4.598 0.0 0.0 -0.1
F -8.938 -3.226 5.003 0.0 0.0 0.0
F -7.792 -1.059 3.873 0.0 0.0 0.0
F -8.276 -0.777 5.971 -0.1 0.1 0.0
H -4.587 0.098 5.109 0.0 0.0 0.0
H -5.798 0.257 3.854 0.0 -0.1 -0.1
H -4.958 -0.832 1.652 0.0 0.0 0.0
H -7.513 -3.161 6.410 0.0 0.0 0.0
```
Forces are in eV/Å.

- Energy relative to the best compared isomer or geometry (same formula, charge and spin): 0.0 kcal/mol
- 2S+1: 1
- HOMO level: -9.3 eV
- E_LUMO: -1.3246 eV
- HOMO-LUMO gap: 7.95 eV



Record 3
C2H3ClFNO3 in the gas phase, computed with ωB97M-V with the def2-TZVPD basis set.

Structure (XYZ):
```
11
Properties=species:S:1:pos:R:3:forces:R:3
C 1.217 0.687 0.733 0.0 0.4 0.1
C 1.007 -0.735 0.252 -0.3 0.7 0.3
N -0.400 -1.035 0.293 -1.5 -0.9 -0.2
O -1.290 -0.449 0.975 1.4 -0.8 0.6
O -0.735 -2.234 -0.309 0.2 0.1 -0.3
O 1.798 -1.539 -0.111 0.0 0.1 0.0
F 2.541 0.964 0.878 0.4 -0.2 -0.1
Cl -2.776 0.681 0.251 0.0 0.3 -0.7
H 0.812 1.381 -0.015 -0.2 -0.2 0.1
H 0.728 0.860 1.700 -0.1 -0.1 -0.3
H -1.577 -2.548 0.063 0.2 0.5 0.3
```
Forces are in eV/Å.

- Energy relative to the best compared isomer or geometry (same formula, charge and spin): 59.1 kcal/mol
- 2S+1: 1
- HOMO level (spin up / spin down): -10.1 / -10.1 eV
- E_LUMO (spin up / spin down): -1.9872 / -2.1024 eV
- HOMO-LUMO gap (spin up / spin down): 8.15 / 8.01 eV



Record 4
2 unconnected molecules or ions with the total composition C3H8NO3, computed with ωB97M-V with the def2-TZVPD basis set.

Structure (XYZ):
```
15
Properties=species:S:1:pos:R:3:forces:R:3
O 0.919 0.572 2.822 -0.1 -0.2 0.1
C 2.081 0.807 2.467 -0.4 0.4 -0.5
O 2.510 1.005 1.290 0.2 -0.2 0.4
H 2.829 0.901 3.288 0.3 -0.1 0.0
H 1.383 1.070 0.126 -0.8 0.0 -0.5
C -0.392 0.210 -0.275 0.5 0.7 -0.2
O 0.659 1.094 -0.608 0.6 -0.2 0.4
C -0.977 -0.370 -1.555 0.3 -0.4 0.5
N -2.046 -1.314 -1.203 -0.2 0.3 0.0
H -0.027 -0.595 0.369 -0.1 -0.1 0.1
H -1.160 0.761 0.274 -0.2 -0.2 0.1
H -1.369 0.438 -2.175 -0.1 -0.1 0.0
H -0.141 -0.847 -2.086 -0.1 0.1 -0.2
H -2.602 -1.604 -1.994 0.1 -0.1 -0.1
H -1.668 -2.130 -0.740 0.0 0.0 -0.1
```
Forces are in eV/Å.

- Energy relative to the best compared isomer or geometry (same formula, charge and spin): 22.3 kcal/mol
- Total charge: -1
- 2S+1: 1
- HOMO level: -4.6 eV
- E_LUMO: 3.8150 eV
- HOMO-LUMO gap: 8.46 eV



Record 5
2 unconnected molecules or ions with the total composition C10H21N2, computed with ωB97M-V with the def2-TZVPD basis set.

Structure (XYZ):
```
33
Properties=species:S:1:pos:R:3:forces:R:3
C 1.098 -2.230 -1.967 1.2 1.0 -1.2
C -1.200 0.775 -2.586 -0.5 1.4 2.1
C 1.610 -1.378 -1.074 -0.9 -2.2 -1.2
C 0.016 1.161 -2.212 -2.7 0.3 -0.9
C -2.388 -0.508 1.726 -2.1 0.7 0.9
C 1.952 1.037 0.534 1.7 0.8 -0.5
C -0.625 2.113 1.201 -0.6 -0.4 -0.8
C -1.645 -0.027 0.499 -1.6 1.5 1.1
C 1.012 -1.235 0.275 -0.6 -2.5 0.8
C 0.730 0.244 0.467 -0.2 -0.5 2.0
N -0.433 0.715 0.823 1.2 -0.1 -1.6
N 1.971 -1.849 1.268 1.1 -0.1 0.8
H 1.558 -2.417 -2.935 0.6 0.2 0.3
H 0.173 -2.738 -2.003 -1.2 -0.3 1.0
H -1.519 -0.019 -3.201 0.3 -0.9 -0.9
H -2.025 1.283 -2.097 -0.3 0.1 -0.3
H 2.617 -1.002 -1.201 -0.1 0.2 -0.2
H 0.762 0.763 -2.758 3.0 -1.3 -1.2
H -1.716 -1.167 2.189 0.7 -1.2 1.0
H -2.764 0.219 2.598 0.9 -1.1 -2.4
H -3.269 -1.110 1.363 0.8 0.7 0.5
H 2.293 0.979 1.561 0.1 0.0 0.5
H 1.960 2.103 0.274 -0.6 -0.3 0.0
H 2.775 0.591 -0.072 -0.8 0.3 0.5
H 0.016 2.396 1.964 1.6 0.3 1.5
H -0.482 2.836 0.400 -0.3 -0.3 -0.3
H -1.594 2.143 1.643 -0.9 0.4 -0.1
H -1.415 -0.827 -0.134 0.5 -1.2 -0.7
H -2.289 0.603 -0.119 0.3 0.4 0.2
H 0.088 -1.887 0.465 1.1 1.2 -0.9
H 0.170 2.060 -1.678 0.1 0.7 0.7
H 2.852 -1.319 1.304 -0.5 -0.4 0.0
H 2.273 -2.908 1.243 -1.5 2.9 -0.8
```
Forces are in eV/Å.

- Energy relative to the best compared isomer or geometry (same formula, charge and spin): 63.3 kcal/mol
- Total charge: +1
- 2S+1: 1
- HOMO level: -12.7 eV
- E_LUMO: -4.0419 eV
- HOMO-LUMO gap: 8.63 eV



Record 6
A gas-phase ion, C5H8BrN2O2S (charge +1), computed with ωB97M-V with the def2-TZVPD basis set.

Structure (XYZ):
```
19
Properties=species:S:1:pos:R:3:forces:R:3
C 2.536 -1.239 0.224 -3.1 0.8 -0.4
C 2.582 0.074 0.097 -0.2 -0.2 -0.2
C 0.244 0.119 -0.213 -1.8 -2.0 1.5
C -2.029 -0.605 -0.130 -1.0 1.2 3.1
C -1.576 1.782 -0.071 2.9 0.9 -1.4
N 1.324 0.777 -0.084 3.3 5.0 -0.1
N -1.003 0.431 -0.128 -1.0 0.1 -0.6
O 0.133 -2.003 1.347 0.4 0.5 0.0
O 0.329 -2.366 -1.086 0.6 0.6 0.6
S 0.686 -1.614 0.089 1.1 -2.2 -0.7
Br 4.021 1.224 0.072 0.3 0.0 0.1
H 3.230 -2.031 0.336 0.6 -0.4 0.1
H -1.932 -1.320 -0.815 0.8 -2.6 -3.1
H -2.030 -1.106 0.824 0.1 -0.1 0.5
H -3.022 -0.207 -0.211 -0.2 0.6 -0.3
H -1.107 2.317 0.763 -0.1 0.1 -0.2
H -1.221 2.258 -1.078 -1.5 -0.3 1.8
H -2.611 1.647 0.154 -0.6 0.5 -0.5
H 1.447 1.861 -0.090 -0.7 -2.6 0.0
```
Forces are in eV/Å.

- Energy relative to the best compared isomer or geometry (same formula, charge and spin): 25.9 kcal/mol
- Total charge: +1
- 2S+1: 1
- HOMO level: -14.1 eV
- E_LUMO: -4.6644 eV
- HOMO-LUMO gap: 9.45 eV



Record 7
A gas-phase ion, CH7N3P (charge +1), computed with ωB97M-V with the def2-TZVPD basis set.

Structure (XYZ):
```
12
Properties=species:S:1:pos:R:3:forces:R:3
C -0.150 -0.219 0.544 0.0 2.8 -0.6
N -1.265 -0.413 1.202 -3.0 1.8 -3.7
N 0.979 -0.572 1.124 1.7 2.4 -4.9
N -0.179 0.626 -0.595 -2.2 -1.3 3.2
P 1.158 0.664 -1.614 0.5 1.9 -2.2
H -1.430 -1.019 1.912 0.2 -2.1 2.7
H -2.142 -0.281 0.649 1.1 0.1 0.8
H 1.116 -1.039 1.918 -0.3 -2.4 3.9
H 1.876 -0.298 0.705 -0.7 0.0 0.0
H -1.086 1.076 -0.895 1.3 -1.2 0.9
H 0.589 -0.240 -2.462 0.2 -1.1 -1.0
H 0.535 1.714 -2.487 1.1 -0.7 1.1
```
Forces are in eV/Å.

- Energy relative to the best compared isomer or geometry (same formula, charge and spin): 8.5 kcal/mol
- Total charge: +1
- 2S+1: 1
- HOMO level: -14.3 eV
- E_LUMO: -3.5093 eV
- HOMO-LUMO gap: 10.78 eV



Record 8
C3H7NO2 in the gas phase, computed with ωB97M-V with the def2-TZVPD basis set.

Structure (XYZ):
```
13
Properties=species:S:1:pos:R:3:forces:R:3
C 0.537 0.293 0.470 2.6 -2.4 -0.7
C -0.942 -0.029 -0.012 2.0 2.9 3.9
C 1.115 1.460 -0.346 0.4 -2.3 -0.5
H 2.416 -1.044 0.475 -0.5 0.0 0.4
H 1.605 -1.113 -0.798 0.7 0.3 -6.3
H 0.811 0.272 1.560 -1.2 0.5 -0.9
H 0.502 2.320 -0.249 -0.7 0.7 -0.1
H 1.052 1.012 -1.408 0.6 1.4 1.3
H 2.130 1.713 0.018 -0.4 -0.2 -0.7
H -0.255 -1.709 0.104 -0.7 0.4 -1.2
N 1.473 -1.182 0.104 -2.4 2.4 6.2
O -1.788 0.808 0.183 -0.1 -0.3 -1.2
O -1.066 -1.248 -0.321 -0.2 -3.4 -0.3
```
Forces are in eV/Å.

- Energy relative to the best compared isomer or geometry (same formula, charge and spin): 54.6 kcal/mol
- 2S+1: 1
- HOMO level: -10.3 eV
- E_LUMO: 0.7103 eV
- HOMO-LUMO gap: 10.98 eV



no.,calculated total energy (eV),F_max (eV Å⁻¹),molecular weight (g/mol)
1,-52194.5783,6.14,167.9
2,-83453.9144,0.97,663.3
3,-24989.7508,1.74,143.5
4,-10874.8217,0.97,106.1
5,-13680.9966,3.49,169.3
6,-93257.8304,5.96,240.1
7,-14902.7867,5.71,92.1
8,-8808.1615,7.11,89.1